27
Properties=species:S:1:pos:R:3:forces:R:3 method="wB97M-V/def2-TZVPD" multiplicity=3 s2=2.007 orbital_gap_ha="0.1972 / 0.2128"
C -1.438056 -2.031924 0.642890 0.88 2.26 -1.43
C -0.646875 -0.851362 1.376596 -0.36 -0.70 0.03
C -0.534246 -1.655024 -0.546739 -0.93 0.22 -0.54
C -0.020725 -0.552025 -0.008251 -0.78 -1.74 1.25
C 0.716988 1.645718 -0.361427 0.12 1.99 -1.38
C 0.277002 -1.372530 2.474311 1.62 0.77 -2.39
C -0.392751 -2.169685 -1.924009 -3.07 2.24 -1.73
C 1.867390 2.450760 -1.022706 -0.82 0.31 1.57
C -0.614147 2.134841 -0.886461 0.81 2.24 -1.63
O 0.886072 0.290267 -0.519487 0.89 -0.66 -0.33
S 0.769140 2.290730 1.572290 0.40 1.47 2.55
H -1.331099 -3.072480 0.909796 -0.27 -0.08 0.75
H -2.459626 -1.629175 0.481218 0.27 -1.04 0.09
H -1.356570 -0.092221 1.722446 0.08 0.01 0.26
H 0.098140 1.191580 1.930801 -0.17 -0.30 -0.19
H 0.863071 -0.505438 2.880754 0.04 -1.30 -0.18
H 0.847130 -2.246168 2.021288 0.17 1.52 0.39
H -0.234236 -1.872072 3.212006 -1.59 -0.58 2.10
H -0.816107 -3.149102 -2.122420 -0.16 0.02 0.09
H 0.603043 -2.162607 -2.169495 2.53 -0.21 -0.77
H -0.876474 -1.346223 -2.727463 0.97 -2.25 2.00
H 2.646619 2.760302 -0.253214 -0.99 0.04 -0.84
H 1.459148 3.314524 -1.613388 0.67 -0.74 0.69
H 2.347405 1.759053 -1.645868 0.84 -0.79 -1.30
H -0.453306 1.909895 -1.949302 -0.81 -0.22 -0.23
H -0.709001 3.309953 -0.954342 0.11 -2.31 0.83
H -1.497930 1.650413 -0.519827 -0.45 -0.15 0.31



20
Properties=species:S:1:pos:R:3:forces:R:3 method="wB97M-V/def2-TZVPD" e_above_lowest_kj_mol=112.2 orbital_gap_ha=0.3370
H -3.188200 -1.027716 3.300845 0.30 0.43 0.04
N -2.724354 -0.535745 2.533947 -0.89 -0.73 -0.21
C -1.685549 -1.180267 2.165610 0.08 1.02 0.82
N -1.072681 -2.197591 2.869823 0.46 -1.01 -0.23
N -0.989531 -0.770682 1.049013 0.01 0.09 0.33
C -0.999602 0.653773 0.668364 -0.19 -1.04 -0.06
H -0.068978 -2.225605 2.899798 -0.02 -0.02 -0.16
H -1.510898 -2.730295 3.603349 -0.30 0.47 -0.17
H -0.094236 -1.220092 0.962342 0.06 0.03 -0.17
H -1.789156 1.187945 1.180116 -0.06 -0.16 0.35
H -1.252721 0.704927 -0.392222 0.58 0.35 -0.03
H -0.028965 1.040126 0.972048 -0.01 0.56 -0.52
C 2.449318 0.801613 -1.983304 0.01 -0.39 0.30
C 1.658281 1.480452 -3.084626 0.06 -0.95 1.26
O 1.307491 2.616750 -2.998882 0.08 0.57 -0.81
O 1.214699 0.569988 -3.974945 0.41 0.03 -0.95
H 2.697460 -0.243279 -2.112107 -0.25 -0.24 -0.61
H 1.766490 0.834942 -1.139368 0.11 0.17 0.38
H 3.392823 1.263769 -1.710757 -0.21 0.63 -0.12
H 0.918310 0.976993 -4.809053 -0.22 0.17 0.57